Density functional theory data (ωB97M-V/def2-TZVPD) for a cluster of 2 separate species, C5H13NO in total in a non-equilibrium geometry.

```
20
Properties=species:S:1:pos:R:3:nbo_charge:R:1
O 1.787 -1.696 1.488 -0.943
N 1.090 0.194 -1.468 -0.669
C 0.633 -1.086 -1.900 -0.395
C -0.799 1.245 -0.480 -0.222
C -1.687 0.115 1.659 -0.605
C -1.804 1.261 0.635 -0.444
C 0.475 0.849 -0.401 -0.003
H 0.836 -1.771 1.377 0.474
H -0.661 -0.060 1.960 0.203
H 2.168 -2.569 1.384 0.472
H 0.809 -1.854 -1.126 0.159
H 1.950 0.597 -1.790 0.383
H 1.051 0.934 0.521 0.173
H 1.048 -1.487 -2.815 0.206
H -1.209 1.243 -1.480 0.194
H -2.160 0.437 2.595 0.206
H -2.278 -0.748 1.368 0.205
H -1.779 2.203 1.199 0.208
H -0.452 -1.128 -2.005 0.188
H -2.841 1.244 0.292 0.209
```

Calculated values
energy above the lowest of the compared OMol25 structures with the same formula, charge and spin	218.2	kJ/mol
total charge	0
Kohn-Sham gap	8.79	eV
SMILES	CC/C=C/NC.O
E_LUMO	0.9	eV
F_max	1.61	eV Å⁻¹